1.
23
Properties=species:S:1:pos:R:3:forces:R:3 method="wB97M-V/def2-TZVPD" e_above_lowest_kj_mol=185.5 energy_ev=-8527.3104 smiles=CCCCCC.O
C -0.69616 -2.20883 -0.32229 0.50 -0.27 2.17
C 0.30961 -1.12342 -0.49150 2.05 1.06 1.58
C -0.11875 0.33724 -0.71890 -3.83 0.32 -0.64
C -1.07262 0.86065 0.49748 2.07 -3.71 0.22
C -0.25941 0.76421 1.86245 -3.21 -1.46 0.43
C 0.82490 1.74226 2.05392 0.27 1.14 -1.10
H -0.76807 -2.67984 -1.22824 -0.57 -1.66 -2.11
H -0.50557 -2.94746 0.51000 0.25 0.72 -1.03
H -1.61855 -1.79329 -0.07300 -1.85 0.56 0.29
H 0.92880 -1.13570 0.49004 -0.34 0.20 -1.97
H 0.91933 -1.31357 -1.37514 0.41 -0.47 0.50
H 0.78281 0.90570 -0.81487 0.45 0.65 -0.04
H -0.75039 0.46484 -1.77955 1.60 -0.41 2.71
H -1.95696 0.10430 0.49653 1.22 1.90 0.25
H -1.28930 1.87509 0.55154 -1.20 1.81 -1.12
H -1.01640 0.93507 2.70122 0.76 -0.65 -1.05
H 0.10980 -0.24899 1.91126 -0.06 -0.30 0.60
H 0.68156 2.31845 2.95303 0.20 0.17 0.35
H 0.71901 2.43755 1.20308 0.76 0.13 0.32
H 1.78940 1.25583 2.06423 0.42 0.24 -0.11
H 0.34258 0.21992 -3.81330 2.00 -2.34 0.57
H 1.65091 -0.19959 -3.04374 0.15 0.19 0.10
O 0.99348 -0.57041 -3.63426 -2.05 2.17 -0.91

***

2.
112
Properties=species:S:1:pos:R:3:forces:R:3 method="wB97M-V/def2-TZVPD" s2=0.763 e_above_lowest_kj_mol=291.6 energy_ev=-102345.9864 charge=-1 spin_multiplicity=2
Hg -1.58637 0.00832 2.60364 0.18 0.15 0.03
C -3.44188 4.88408 1.26788 0.02 -0.01 -0.03
C -2.35265 4.12832 0.56878 -0.11 -0.01 0.19
C -1.79899 4.61384 -0.63708 -0.08 -0.04 -0.06
C -0.70886 4.05185 -1.23579 0.06 -0.10 0.20
N -0.24100 2.88478 -0.68002 0.10 0.09 0.05
N -0.92415 2.26677 0.37142 0.19 0.18 0.11
B 1.07491 0.80520 0.04511 -0.19 0.07 0.00
N 0.34566 -0.20435 -0.86725 0.14 0.17 -0.23
N 0.42950 -0.04264 -2.21987 -0.19 -0.09 -0.16
C -0.26712 -0.84873 -2.97895 0.16 0.19 0.18
C -1.18293 -1.77345 -2.40642 -0.02 -0.02 -0.19
C -1.20256 -1.99038 -1.07713 -0.15 -0.15 0.24
C -2.12973 -2.96982 -0.43284 0.08 -0.01 0.01
C -0.27808 -1.23842 -0.27083 -0.22 -0.13 -0.24
S 0.04438 -1.69103 1.32814 0.02 0.17 0.26
C -0.11396 -0.87009 -4.51009 -0.01 0.00 0.19
C 0.16537 -2.32711 -4.91568 -0.05 -0.09 0.01
C -1.42682 -0.40485 -5.15260 -0.03 -0.02 0.01
C 1.03772 -0.02661 -5.04906 -0.12 -0.17 0.08
N 2.38144 0.22776 0.65948 0.00 0.14 -0.45
N 3.04568 -0.39172 -0.34723 0.06 -0.03 0.12
C 4.16225 -1.00239 -0.11092 -0.07 0.03 0.05
C 4.71683 -1.01858 1.19845 0.05 -0.09 -0.07
C 4.07959 -0.39696 2.21014 0.04 0.15 0.11
C 4.63229 -0.43792 3.59904 -0.13 -0.07 0.00
C 2.83402 0.30963 1.94275 -0.10 -0.22 0.24
S 2.01998 1.08546 3.17641 0.26 -0.08 0.21
C 4.87975 -1.65320 -1.28780 0.05 0.03 0.07
C 5.93813 -0.66490 -1.79839 0.02 0.01 -0.01
C 5.56249 -2.95687 -0.86013 0.00 -0.01 0.05
C 3.88950 -1.95935 -2.40156 -0.05 -0.14 -0.08
C -1.84566 2.96691 1.13529 -0.04 -0.22 -0.47
S -2.36589 2.39820 2.64893 0.34 -0.35 0.23
C -0.14886 4.52751 -2.56370 0.09 0.13 0.15
C 1.35548 4.82077 -2.51895 -0.02 -0.04 0.00
C -0.40642 3.41711 -3.56963 -0.11 -0.18 -0.30
C -0.87482 5.78917 -3.02355 0.05 0.14 -0.03
H -3.71747 5.77314 0.69891 0.00 -0.02 0.01
H -3.12099 5.19267 2.26629 -0.02 0.01 -0.02
H -4.32789 4.25842 1.40417 0.03 0.00 -0.01
H -2.26711 5.47548 -1.09138 0.05 -0.05 0.06
H -1.86035 -2.32589 -3.04719 0.04 0.02 0.05
H -2.81199 -3.39214 -1.17186 0.01 0.02 0.01
H -2.69444 -2.45966 0.34913 0.03 -0.02 -0.03
H -1.56907 -3.77060 0.05161 0.00 0.00 -0.02
H -0.67003 -2.98766 -4.67401 0.09 0.02 -0.04
H 1.05525 -2.70446 -4.40558 -0.02 0.01 -0.03
H 0.33702 -2.38267 -5.99366 -0.02 0.00 0.03
H -2.28221 -0.97497 -4.78353 0.03 0.03 -0.03
H -1.37955 -0.53442 -6.23721 0.02 0.02 0.02
H -1.60694 0.64970 -4.93878 -0.01 0.02 0.01
H 1.96813 -0.27424 -4.55503 0.26 -0.08 0.14
H 0.86492 1.02830 -4.91829 -0.09 0.45 0.12
H 1.14931 -0.22451 -6.11899 -0.02 0.03 0.05
H 5.64130 -1.54766 1.39668 -0.04 0.03 -0.04
H 5.60860 -0.92562 3.59919 -0.02 0.02 0.01
H 3.95289 -0.98821 4.25765 0.02 0.08 -0.06
H 4.71157 0.56711 4.00988 0.00 0.02 0.02
H 6.65208 -0.41033 -1.00983 -0.03 -0.01 -0.03
H 5.46138 0.25771 -2.13836 0.03 -0.04 0.01
H 6.49301 -1.09887 -2.63563 -0.02 0.01 0.04
H 6.36683 -2.78802 -0.14137 -0.02 -0.02 -0.04
H 6.00193 -3.44126 -1.73549 -0.02 0.01 0.02
H 4.84251 -3.64686 -0.41309 0.03 0.02 -0.01
H 3.35828 -1.05864 -2.68356 -0.14 0.13 -0.14
H 3.14674 -2.69132 -2.07134 0.04 0.04 -0.02
H 4.41939 -2.36140 -3.27039 -0.03 0.01 0.03
H 1.93199 3.92333 -2.29632 -0.01 0.01 0.01
H 1.59270 5.58307 -1.77500 0.00 -0.01 -0.02
H 1.67460 5.18539 -3.49834 0.00 0.00 0.01
H 0.07679 2.50191 -3.24076 0.08 -0.20 -0.06
H -0.02021 3.70504 -4.55199 0.00 -0.06 0.01
H -1.47887 3.22087 -3.65823 0.05 0.00 -0.02
H -0.72635 6.61695 -2.32512 -0.02 -0.03 -0.03
H -1.94676 5.61774 -3.13849 0.06 0.02 -0.05
H -0.47533 6.09217 -3.99335 -0.01 0.00 0.00
O 1.22568 -2.51517 5.40203 0.06 -0.07 0.03
C 0.33588 -3.40495 5.88230 -0.15 0.08 0.02
C 0.82588 -4.43523 6.68672 -0.04 -0.03 0.05
C -0.03841 -5.35691 7.24865 -0.02 -0.01 -0.03
C -1.40867 -5.27450 7.01549 0.04 0.01 0.03
C -1.89393 -4.27314 6.19209 0.05 -0.05 -0.04
C -1.04440 -3.33907 5.60403 0.12 0.01 -0.04
C -1.57393 -2.30973 4.65661 0.06 0.05 0.19
O -0.81611 -1.29199 4.43586 -0.15 0.00 -0.13
N -2.75602 -2.55858 4.14613 0.06 0.13 -0.03
N -3.10794 -1.64901 3.16907 -0.01 0.03 -0.02
C -4.31412 -1.70557 2.75158 -0.07 -0.04 -0.12
C -4.90624 -0.96054 1.64437 -0.07 0.00 0.08
C -6.30314 -1.04451 1.53580 0.04 0.00 0.03
C -7.01963 -0.40039 0.54947 0.00 0.02 -0.02
C -6.31349 0.36785 -0.38438 0.01 -0.02 0.02
C -4.94251 0.45780 -0.32864 -0.08 0.00 -0.01
C -4.17095 -0.21012 0.66639 0.17 0.02 0.02
O -2.88816 -0.13588 0.62572 -0.22 -0.05 -0.14
H 0.70586 -1.80817 4.94721 -0.12 -0.02 -0.07
H 1.89334 -4.48211 6.86501 -0.02 0.02 0.00
H 0.35922 -6.14683 7.87604 0.00 0.02 0.00
H -2.08698 -5.98606 7.46985 0.01 0.00 -0.02
H -2.95026 -4.19798 5.96978 0.02 0.00 -0.01
H -4.97302 -2.40380 3.27284 -0.05 -0.06 -0.04
H -6.83008 -1.64343 2.27346 0.00 0.01 -0.01
H -8.09777 -0.48643 0.49906 0.02 0.01 0.01
H -6.85457 0.89805 -1.16241 0.03 -0.02 0.01
H -4.38889 1.04848 -1.05116 0.00 -0.02 0.02
C 2.13931 3.35973 0.24493 -0.07 -0.01 -0.12
C 1.06624 2.37559 -0.15033 -0.17 -0.06 0.00
N 0.26800 1.73353 0.98353 -0.03 0.19 -0.11
H 3.04190 3.25913 -0.36025 -0.03 0.03 -0.04
H 2.39379 3.15694 1.28674 0.02 -0.04 0.00
H 1.77432 4.38708 0.17506 0.02 -0.04 0.08

***

3.
23
Properties=species:S:1:pos:R:3:forces:R:3 method="wB97M-V/def2-TZVPD" e_above_lowest_kj_mol=147.9 energy_ev=-14085.0550 smiles="Cc1cccc2c1CCNC2=O"
C 2.46512 -1.20245 -0.40856 -1.41 -1.80 -1.44
C 1.53244 0.00274 -0.26196 -0.35 -0.15 -0.43
C 2.08073 1.25315 -0.02979 0.48 1.92 -0.66
C 1.26161 2.37748 0.26585 -0.71 -2.50 0.02
C -0.12867 2.21098 0.29938 0.85 2.57 0.11
C -0.71849 1.00642 -0.10942 1.24 0.13 1.32
C -2.16626 0.90122 -0.28559 -1.40 2.43 -1.91
C -1.88360 -1.41688 0.61664 -1.79 2.15 1.40
C -0.62055 -1.53719 -0.13455 1.25 0.63 -2.96
C 0.09099 -0.11415 -0.24764 1.01 -2.01 0.68
H 3.53907 -1.02690 -0.65235 -0.89 0.24 0.96
H 2.17467 -1.98790 -1.21799 0.01 1.71 0.77
H 2.20091 -1.82460 0.45781 1.16 0.13 0.29
H 3.16906 1.53041 -0.17071 -1.18 -1.05 0.38
H 1.72559 3.29329 0.54788 0.12 0.59 0.07
H -0.63264 3.17402 0.65961 -0.12 -1.92 -0.95
H -3.70308 -0.46388 -0.14808 1.22 0.40 -0.18
H -2.41378 -2.38822 0.75890 0.03 0.91 -0.70
H -1.75623 -1.02677 1.75861 0.17 -0.76 -2.65
H -0.10648 -2.27116 0.40898 1.84 -0.66 0.82
H -0.67726 -2.05528 -1.20853 -0.54 1.27 2.11
N -2.66835 -0.36502 -0.16631 -1.71 -1.03 1.36
O -2.76481 1.93069 -0.73220 0.72 -3.21 1.59

***

4.
27
Properties=species:S:1:pos:R:3:forces:R:3 method="wB97M-V/def2-TZVPD" s2=2.036 e_above_lowest_kj_mol=613.3 energy_ev=-25679.8289 charge=+1 spin_multiplicity=3
C 0.18076 -0.27190 -3.15335 -1.42 -1.15 -0.32
C -0.75504 -1.27067 -3.57809 1.69 3.36 1.16
C -0.47622 -2.43586 -2.81330 1.42 -1.57 0.31
C 0.73371 -2.31248 -2.12668 -0.89 0.95 0.98
C 1.10374 -0.91218 -2.17364 -1.01 -0.92 -1.31
W 0.87677 1.66695 -0.28755 0.25 -0.17 -1.93
P -0.68286 3.13615 -1.23503 -0.88 0.92 -1.17
H 0.14584 0.78350 -3.47285 0.33 -0.77 0.11
H -1.58115 -1.15900 -4.26372 0.13 0.14 -0.02
H -1.09610 -3.32617 -2.83457 0.19 0.04 0.00
H 1.91723 -0.45449 -1.59114 -0.23 -0.27 -0.60
H 1.14839 -3.06472 -1.45571 0.00 0.30 -0.33
H -1.97190 3.55987 -0.70959 0.98 -0.43 -0.22
H -1.06866 2.82596 -2.60084 0.00 0.26 0.80
H -0.11054 4.43363 -1.50029 -0.29 -0.48 0.16
N -0.10373 -0.67868 6.23335 0.16 0.39 -2.72
C -0.03298 -0.50733 5.07706 -0.13 -0.36 2.31
C 0.05808 -0.27588 3.65736 0.61 1.38 -0.90
C -0.28934 -1.24122 2.71729 -0.19 -0.36 -1.28
C -0.21311 -0.94941 1.33560 0.35 0.30 0.57
N 0.26637 0.25479 0.90325 -0.97 -1.22 2.51
C 0.63598 1.22365 1.82746 -0.84 -2.71 -0.97
C 0.53729 0.98154 3.18258 0.13 0.21 1.12
H -0.61302 -2.23691 3.03867 0.04 0.48 -0.21
H -0.50529 -1.67018 0.56628 0.19 0.30 0.27
H 1.04580 2.16681 1.34630 0.53 1.61 1.98
H 0.84997 1.73422 3.91117 -0.15 -0.22 -0.30

***

no.,strongest force on any atom (eV/Å)
1,4.25
2,0.54
3,3.65
4,3.93